# 1
C42H43BCl5LaN6O2Si as an isolated structure at a distorted geometry, computed with ωB97M-V with the def2-TZVPD basis set.

Summary:
Maximum force   2.8 eV/Å
Kohn-Sham gap   0.309 Eh
HOMO energy   -0.3042 Eh
DFT total energy   -4752.4177 a.u.
Energy above the lowest of the compared OMol25 structures with the same formula, charge and spin   0.00 kcal per mole

Positions of all 101 atoms, in Å:
1 La 0.75675 -0.40142 0.49410
2 C 0.09389 4.40767 0.81327
3 C 1.25182 3.42559 0.77989
4 C 2.54271 4.19962 0.44849
5 C 1.30593 2.70883 2.11295
6 C 1.69181 3.25254 3.38880
7 C 1.53670 2.18451 4.30425
8 N 0.97324 1.13512 3.62241
9 N 0.89535 1.45260 2.25616
10 B 1.12359 -0.44090 3.87132
11 N 0.04004 -1.27190 3.01488
12 C -1.26008 -1.40607 3.32307
13 C -1.77628 -2.60459 2.82706
14 C -0.69155 -3.12363 2.03363
15 N 0.38693 -2.34196 2.12250
16 C -0.70017 -4.34128 1.19718
17 C 0.47821 -5.33187 1.40567
18 C -2.08544 -5.10056 1.16665
19 N 2.48859 -0.84781 3.43728
20 C 3.34261 -1.76607 3.90895
21 C 4.41097 -1.87476 3.00622
22 C 4.18736 -0.83105 2.06966
23 N 2.94513 -0.34204 2.24704
24 C 5.15948 -0.59219 0.95232
25 C 6.51221 0.04688 1.42266
26 C 5.41875 -1.84946 0.15836
27 H -0.18182 4.81515 -0.17309
28 H -0.83610 3.96987 1.16785
29 H 0.24795 5.29693 1.40420
30 H 1.13087 2.60875 0.03477
31 H 2.73942 4.86186 1.33522
32 H 3.37650 3.52096 0.13127
33 H 2.40144 4.97280 -0.30914
34 H 2.18565 4.22927 3.57850
35 H 1.78634 2.18823 5.35638
36 H 0.87141 -0.62859 5.06293
37 H -1.74527 -0.70872 3.97366
38 H -2.77825 -2.99856 2.86938
39 H -0.53931 -3.98472 0.16465
40 H 0.33619 -5.94047 2.29900
41 H 0.48172 -5.98009 0.51186
42 H 1.42616 -4.81025 1.48593
43 H -2.37166 -5.44033 2.20619
44 H -2.88224 -4.47778 0.77821
45 H -2.00260 -6.00769 0.57561
46 H 3.06385 -2.34497 4.78076
47 H 5.24913 -2.59405 3.05244
48 H 4.60473 0.18164 0.35334
49 H 6.89823 -0.68320 2.21491
50 H 7.25405 0.08779 0.64195
51 H 6.31750 1.00640 1.91260
52 H 5.98032 -2.56570 0.80682
53 H 4.42425 -2.21117 -0.09851
54 H 6.03070 -1.56450 -0.71645
55 Cl 3.51144 -0.93412 -6.32948
56 C 2.65740 -0.50273 -4.87346
57 C 2.28964 -1.44780 -3.92130
58 Cl 2.27253 -3.07660 -4.29532
59 C 2.10812 -1.09359 -2.55640
60 Cl 1.95451 -2.35004 -1.36059
61 C 2.14920 0.26994 -2.15442
62 O 2.30287 0.65843 -0.96736
63 C 1.96594 1.13765 -3.27140
64 Cl 1.51072 2.77379 -2.92280
65 C 2.43850 0.82273 -4.56213
66 Cl 2.86015 2.17620 -5.54767
67 O -1.14004 0.29073 -0.47608
68 Si -2.54853 0.60566 -1.23236
69 C -2.65924 2.22902 -2.11213
70 C -2.83961 3.33174 -1.25966
71 C -2.68143 4.60810 -1.81070
72 C -2.16877 4.77317 -3.08930
73 C -2.11370 3.66445 -3.93998
74 C -2.22677 2.41152 -3.44351
75 C -2.90289 -0.75011 -2.46039
76 C -4.03335 -1.59012 -2.33659
77 C -4.22291 -2.53900 -3.31820
78 C -3.26596 -2.77866 -4.31838
79 C -2.16387 -1.92548 -4.41813
80 C -1.96002 -0.97139 -3.44864
81 C -3.96393 0.64426 0.02878
82 C -3.83698 0.48047 1.39867
83 C -4.92093 0.58200 2.20880
84 C -6.20627 0.83173 1.69982
85 C -6.35594 0.94645 0.29343
86 C -5.25025 0.85185 -0.53868
87 H -3.22712 3.26501 -0.26180
88 H -2.89584 5.43837 -1.11992
89 H -1.88080 5.77194 -3.42181
90 H -1.84117 3.77621 -4.98904
91 H -1.97562 1.57093 -4.09852
92 H -4.67630 -1.60522 -1.43348
93 H -5.18965 -3.12516 -3.30219
94 H -3.47228 -3.61421 -4.98411
95 H -1.42077 -2.15284 -5.14990
96 H -1.06049 -0.36702 -3.49005
97 H -2.85710 0.23707 1.89308
98 H -4.77408 0.50022 3.30627
99 H -7.08593 0.82650 2.33849
100 H -7.35207 1.22742 -0.11499
101 H -5.34812 0.97583 -1.62249


# 2
A 8-piece molecular cluster, C42H43F5O6 overall at a distorted geometry, computed with ωB97M-V with the def2-TZVPD basis set.

Summary:
Maximum force   1.9 eV/Å
Kohn-Sham gap   0.361 Eh
HOMO energy   -0.3434 Eh
DFT total energy   -2576.9696 a.u.
SMILES   COC(=O)OC.COC(=O)OC.Fc1ccccc1.Fc1ccccc1.Fc1ccccc1.Fc1ccccc1.Fc1ccccc1.c1ccccc1

Positions of all 96 atoms, in Å:
1 C -9.22826 -22.59857 -17.05537
2 O -9.48208 -21.24119 -16.76274
3 C -9.85347 -20.44452 -17.74964
4 O -9.95442 -20.72052 -18.91911
5 O -10.18573 -19.28416 -17.22669
6 C -10.61422 -18.20758 -18.04402
7 H -10.06745 -23.08877 -17.55551
8 H -9.02319 -23.10699 -16.11841
9 H -8.39121 -22.76228 -17.73898
10 H -10.85903 -17.37955 -17.38528
11 H -11.49308 -18.42681 -18.64308
12 H -9.76835 -17.91510 -18.66435
13 C -12.85325 -25.42134 -16.58856
14 O -12.64555 -24.01414 -16.65205
15 C -13.55096 -23.17185 -17.11663
16 O -14.71030 -23.38943 -17.32012
17 O -12.91080 -22.04614 -17.36178
18 C -13.56435 -20.98778 -18.00692
19 H -11.88200 -25.83895 -16.34571
20 H -13.14631 -25.71988 -17.59763
21 H -13.62651 -25.73267 -15.88820
22 H -13.11165 -20.70867 -18.96133
23 H -13.48799 -20.08366 -17.39574
24 H -14.63249 -21.14154 -18.15356
25 F -17.77237 -28.80763 -19.99855
26 C -17.50442 -28.19414 -18.82584
27 C -16.79978 -27.01031 -18.82998
28 C -16.73205 -26.28227 -17.64625
29 C -17.24127 -26.82775 -16.48686
30 C -17.84033 -28.08068 -16.45436
31 C -17.96244 -28.77112 -17.66187
32 H -16.44519 -26.64087 -19.78399
33 H -16.19357 -25.34824 -17.55235
34 H -17.17804 -26.29081 -15.54507
35 H -18.21525 -28.48119 -15.52486
36 H -18.47597 -29.72365 -17.61997
37 F -16.78966 -14.47656 -20.52852
38 C -16.02907 -15.46892 -20.05298
39 C -14.81590 -15.21625 -19.46695
40 C -14.07284 -16.24712 -18.90110
41 C -14.48304 -17.55936 -19.04960
42 C -15.70009 -17.81530 -19.65791
43 C -16.48744 -16.77826 -20.15125
44 H -14.35566 -14.24146 -19.36012
45 H -13.11421 -15.94429 -18.49986
46 H -13.85266 -18.36354 -18.69864
47 H -16.06748 -18.83091 -19.73712
48 H -17.47846 -17.03231 -20.50271
49 F -14.67707 -16.47583 -15.98332
50 C -14.16177 -17.59876 -15.43938
51 C -15.03879 -18.64809 -15.27006
52 C -14.50511 -19.87393 -14.85599
53 C -13.15308 -19.99519 -14.56376
54 C -12.33454 -18.86645 -14.59635
55 C -12.82078 -17.67519 -15.10845
56 H -16.07346 -18.64419 -15.57895
57 H -15.15536 -20.73507 -14.76383
58 H -12.77022 -20.95390 -14.24027
59 H -11.33506 -19.04539 -14.22218
60 H -12.17250 -16.80894 -15.13254
61 F -8.63376 -29.88830 -18.20509
62 C -8.34797 -28.70917 -17.61382
63 C -9.33862 -27.77254 -17.48158
64 C -8.97449 -26.52048 -16.96703
65 C -7.68890 -26.33751 -16.50994
66 C -6.73708 -27.35611 -16.49164
67 C -7.07712 -28.56833 -17.06920
68 H -10.33310 -27.95359 -17.86530
69 H -9.69642 -25.71843 -16.90007
70 H -7.38137 -25.35342 -16.16987
71 H -5.74892 -27.17477 -16.09668
72 H -6.37860 -29.39240 -17.11637
73 F -19.61988 -20.19990 -14.11027
74 C -18.94788 -20.41926 -15.25233
75 C -18.78078 -19.39106 -16.14794
76 C -18.02375 -19.56462 -17.29858
77 C -17.36363 -20.76706 -17.51148
78 C -17.46414 -21.77326 -16.56376
79 C -18.24472 -21.61066 -15.43571
80 H -19.24137 -18.41603 -16.03580
81 H -17.97199 -18.75220 -18.01129
82 H -16.83080 -20.99324 -18.42735
83 H -16.94630 -22.71848 -16.65313
84 H -18.18404 -22.32473 -14.62316
85 C -11.28098 -25.68721 -19.89351
86 C -10.59666 -26.28179 -20.94183
87 C -9.94498 -25.48482 -21.88399
88 C -10.08587 -24.09536 -21.84956
89 C -10.69590 -23.51463 -20.74098
90 C -11.38062 -24.30449 -19.84113
91 H -11.74565 -26.41865 -19.24262
92 H -10.46174 -27.35613 -20.97224
93 H -9.36850 -25.88272 -22.70971
94 H -9.48146 -23.52811 -22.54537
95 H -10.81871 -22.44566 -20.61548
96 H -11.93255 -23.90324 -19.00182